1.
ORCA calculation (ωB97M-V/def2-TZVPD) on a cluster of 2 separate species, C5H12NO2 in total.

```
! RIJCOSX wB97M-V def2-TZVPD def2/J DEFGRID3
* xyz -1 1
C -2.237 0.145 0.409
N -1.073 0.053 -0.468
C 0.385 0.203 -0.052
C 0.805 -0.583 1.184
O 2.234 -0.320 1.448
C 1.296 -0.108 -1.240
O 2.678 -0.056 -0.914
C -3.541 0.453 -0.464
H -2.522 -0.900 0.870
H -2.189 0.858 1.368
H -1.690 1.819 -0.378
H 0.548 1.302 0.185
H 0.693 -1.592 0.796
H 0.176 -0.442 2.125
H 2.565 -0.233 0.501
H 0.913 0.529 -2.052
H 0.961 -1.086 -1.546
H -3.629 1.606 -0.480
H -3.561 0.102 -1.526
H -4.301 0.001 0.119
*
```

Properties
Highest occupied orbital energy   -3.39 eV
Energy above the lowest of the compared OMol25 structures with the same formula, charge and spin   188.5 kcal per mole
HOMO-LUMO gap   5.8 eV
Largest force on an atom   4.24 eV Å⁻¹
E   -10958.8170 eV
LUMO energy   2.36 eV

2.
ORCA calculation (ωB97M-V/def2-TZVPD) on a cluster of 2 separate species, C5H12NO2 in total.

```
! RIJCOSX wB97M-V def2-TZVPD def2/J DEFGRID3
* xyz -1 1
N 0.663 1.618 0.257
C 1.972 1.158 -0.087
C 1.797 -0.300 -0.618
C 0.299 -0.338 -1.012
C -0.384 0.654 -0.011
C -1.034 -0.176 1.172
O -0.843 -1.535 1.133
H 0.544 2.584 0.022
H 2.548 1.763 -0.802
H 2.695 1.197 0.744
H 2.528 -0.417 -1.406
H 1.840 -0.946 0.276
H 0.044 0.052 -2.012
H -0.123 -1.329 -0.835
H -1.215 1.223 -0.462
H -0.603 0.285 2.101
H -2.098 0.045 1.149
H -2.304 -1.991 0.676
H -3.108 -1.471 -0.501
O -3.219 -2.076 0.218
*
```

Properties
Highest occupied orbital energy   -3.10 eV
Energy above the lowest of the compared OMol25 structures with the same formula, charge and spin   62.9 kcal per mole
HOMO-LUMO gap   6.9 eV
Largest force on an atom   2.28 eV Å⁻¹
E   -10964.2644 eV
LUMO energy   3.83 eV

3.
ORCA calculation (ωB97M-V/def2-TZVPD) on a cluster of 2 separate species, C5H12NO2 in total.

```
! RIJCOSX wB97M-V def2-TZVPD def2/J DEFGRID3
* xyz -1 1
C 0.506 -1.292 0.790
C 0.676 -1.438 -0.717
C 0.976 -0.181 -1.483
C 2.138 0.424 -1.697
N -0.678 -0.545 1.187
C -0.581 0.862 1.638
O -0.665 1.762 0.614
H 1.339 -0.843 1.345
H 0.395 -2.290 1.245
H -0.286 -1.791 -1.100
H 1.386 -2.259 -0.873
H 0.085 0.336 -1.825
H 2.161 1.327 -2.294
H 3.093 0.024 -1.372
H -1.378 -0.501 0.456
H -1.364 1.017 2.405
H 0.378 0.971 2.193
H -3.444 1.106 -0.021
H -1.887 1.639 0.034
O -2.849 1.671 -0.525
*
```

Properties
Highest occupied orbital energy   -3.56 eV
Energy above the lowest of the compared OMol25 structures with the same formula, charge and spin   67.9 kcal per mole
HOMO-LUMO gap   7.5 eV
Largest force on an atom   1.36 eV Å⁻¹
E   -10964.0440 eV
LUMO energy   3.92 eV

4.
ORCA calculation (ωB97M-V/def2-TZVPD) on a structure of composition C5H12NO2.

```
! RIJCOSX wB97M-V def2-TZVPD def2/J DEFGRID3
* xyz -2 2
N -1.726 0.150 -0.788
C -2.131 -1.180 -0.377
C -1.743 -1.342 1.070
C -0.468 -0.464 1.196
C -0.626 0.629 0.080
C 0.645 0.811 -0.801
O 1.689 1.422 -0.109
H -2.503 0.788 -0.833
H -3.243 -1.291 -0.410
H -1.665 -1.916 -1.042
H -2.525 -1.022 1.766
H -1.386 -2.359 1.289
H -0.479 0.137 2.124
H 0.522 -0.910 1.264
H -0.974 1.515 0.626
H 0.858 -0.227 -1.119
H 0.402 1.451 -1.662
H 2.710 0.711 -0.168
H 3.995 0.175 0.540
O 3.618 -0.013 -0.304
*
```

Properties
Expectation value of S²   0.75
Highest occupied orbital energy (spin up / spin down)   3.95 / -0.82 eV
Energy above the lowest of the compared OMol25 structures with the same formula, charge and spin   27.8 kcal per mole
HOMO-LUMO gap (spin up / spin down)   2.9 / 7.7 eV
Largest force on an atom   2.41 eV Å⁻¹
E   -10960.4210 eV
LUMO energy (spin up / spin down)   6.86 / 6.83 eV

5.
ORCA calculation (ωB97M-V/def2-TZVPD) on a structure of composition C5H12NO2.

```
! RIJCOSX wB97M-V def2-TZVPD def2/J DEFGRID3
* xyz -2 2
C 0.960 -1.019 2.249
N 0.937 -0.023 1.173
C 0.016 -0.162 0.036
C -0.677 1.140 -0.330
C 0.030 2.121 -1.202
O 0.529 -0.177 -3.387
C -1.082 -1.226 0.208
O -1.806 -1.193 1.393
H -0.107 -1.285 2.366
H 1.337 -0.573 3.181
H 1.564 -1.911 2.014
H 1.873 0.189 0.862
H 0.586 -0.438 -0.863
H -1.398 1.424 0.430
H -0.839 1.258 -1.572
H 1.005 1.919 -1.611
H -0.176 3.166 -0.980
H -0.375 0.193 -3.398
H -0.635 -2.256 0.101
H -1.743 -1.145 -0.671
*
```

Properties
Expectation value of S²   0.76
Highest occupied orbital energy (spin up / spin down)   1.14 / 0.65 eV
Energy above the lowest of the compared OMol25 structures with the same formula, charge and spin   114.3 kcal per mole
HOMO-LUMO gap (spin up / spin down)   5.5 / 6.0 eV
Largest force on an atom   1.95 eV Å⁻¹
E   -10956.6715 eV
LUMO energy (spin up / spin down)   6.66 / 6.65 eV

6.
ORCA calculation (ωB97M-V/def2-TZVPD) on a cluster of 2 separate species, C5H12NO2 in total.

```
! RIJCOSX wB97M-V def2-TZVPD def2/J DEFGRID3
* xyz -2 2
C -1.776 -1.583 2.789
C -1.417 -0.506 2.031
O -0.222 -0.139 1.773
C -2.514 0.355 1.412
H -2.821 -1.820 2.986
H -1.020 -2.223 3.225
H -0.176 0.520 0.248
H -3.525 0.070 1.733
H -2.354 1.402 1.692
H -2.460 0.289 0.317
C 1.215 1.042 -1.084
O -0.134 0.918 -0.668
C 1.652 -0.061 -2.035
N 3.043 0.135 -2.481
H 1.322 2.008 -1.592
H 1.896 1.078 -0.224
H 1.546 -1.013 -1.522
H 1.006 -0.023 -2.920
H 3.644 -0.628 -2.184
H 3.094 0.178 -3.495
*
```

Properties
Expectation value of S²   0.75
Highest occupied orbital energy (spin up / spin down)   3.91 / -0.58 eV
Energy above the lowest of the compared OMol25 structures with the same formula, charge and spin   13.8 kcal per mole
HOMO-LUMO gap (spin up / spin down)   2.4 / 6.9 eV
Largest force on an atom   0.64 eV Å⁻¹
E   -10961.0297 eV
LUMO energy (spin up / spin down)   6.32 / 6.30 eV

7.
ORCA calculation (ωB97M-V/def2-TZVPD) on a cluster of 2 separate species, C5H12NO2 in total.

```
! RIJCOSX wB97M-V def2-TZVPD def2/J DEFGRID3
* xyz 1 1
C -0.717 0.444 2.312
C -1.017 0.924 1.176
C 1.171 -1.124 0.563
C -0.768 -1.173 -0.814
C 0.804 0.633 -1.140
N 0.150 -0.374 -0.164
O -1.683 1.644 0.399
O -0.101 1.510 -1.664
H -0.980 1.092 3.171
H -0.188 -0.426 2.615
H 1.850 -1.493 -0.216
H 1.800 -0.474 1.248
H 0.704 -1.912 0.969
H -0.307 -1.815 -1.469
H -1.254 -1.870 -0.135
H -1.389 -0.522 -1.406
H 1.372 0.015 -1.830
H 1.631 1.245 -0.633
H -1.173 1.826 -0.434
H 0.095 1.850 -2.548
*
```

Properties
Highest occupied orbital energy   -14.09 eV
Energy above the lowest of the compared OMol25 structures with the same formula, charge and spin   95.3 kcal per mole
HOMO-LUMO gap   10.2 eV
Largest force on an atom   5.15 eV Å⁻¹
E   -10954.4883 eV
LUMO energy   -3.85 eV

8.
ORCA calculation (ωB97M-V/def2-TZVPD) on a cluster of 2 separate species, C5H12NO2 in total.

```
! RIJCOSX wB97M-V def2-TZVPD def2/J DEFGRID3
* xyz 1 1
O -0.869 -1.089 -2.377
C -0.873 -0.999 -1.176
C 0.444 -1.165 -0.416
C 0.679 0.234 0.176
C 0.762 0.204 1.685
C -0.069 0.766 2.541
N 1.459 -1.499 -1.492
H -1.783 -0.874 -0.574
H 0.501 -2.016 0.256
H -0.023 1.068 -0.044
H 1.455 0.767 -0.398
H 1.642 -0.373 1.968
H -1.006 1.287 2.382
H 0.195 0.817 3.592
H 1.305 -2.461 -1.780
H 2.446 -1.406 -1.245
H 1.275 -0.978 -2.362
H -2.168 3.021 0.276
H -3.058 2.479 -0.786
O -2.314 2.215 -0.226
*
```

Properties
Highest occupied orbital energy   -13.55 eV
Energy above the lowest of the compared OMol25 structures with the same formula, charge and spin   50.3 kcal per mole
HOMO-LUMO gap   10.1 eV
Largest force on an atom   1.70 eV Å⁻¹
E   -10956.4381 eV
LUMO energy   -3.45 eV

largest force on an atom of number 3 (C5H12NO2)?
1.36 eV Å⁻¹

Among the records above, which one has the lowest energy above the lowest of the compared OMol25 structures with the same formula, charge and spin?
number 6

Repeat the second record exactly.
ORCA calculation (ωB97M-V/def2-TZVPD) on a cluster of 2 separate species, C5H12NO2 in total.

```
! RIJCOSX wB97M-V def2-TZVPD def2/J DEFGRID3
* xyz -1 1
N 0.663 1.618 0.257
C 1.972 1.158 -0.087
C 1.797 -0.300 -0.618
C 0.299 -0.338 -1.012
C -0.384 0.654 -0.011
C -1.034 -0.176 1.172
O -0.843 -1.535 1.133
H 0.544 2.584 0.022
H 2.548 1.763 -0.802
H 2.695 1.197 0.744
H 2.528 -0.417 -1.406
H 1.840 -0.946 0.276
H 0.044 0.052 -2.012
H -0.123 -1.329 -0.835
H -1.215 1.223 -0.462
H -0.603 0.285 2.101
H -2.098 0.045 1.149
H -2.304 -1.991 0.676
H -3.108 -1.471 -0.501
O -3.219 -2.076 0.218
*
```

Properties
Highest occupied orbital energy   -3.10 eV
Energy above the lowest of the compared OMol25 structures with the same formula, charge and spin   62.9 kcal per mole
HOMO-LUMO gap   6.9 eV
Largest force on an atom   2.28 eV Å⁻¹
E   -10964.2644 eV
LUMO energy   3.83 eV